Record 1
Formula: C43H43HfN8O2P2S2
Source: the Open Molecules 2025 dataset
Level of theory: ωB97M-V/def2-TZVPD

Highest occupied orbital energy = -14.129 eV
Gap between HOMO and LUMO = 5.4 eV
Energy above the lowest of the compared OMol25 structures with the same formula, charge and spin = 4.71 kcal/mol
Total charge = +3

Structure (XYZ):
```
101
C43H43HfN8O2P2S2 | the Open Molecules 2025 dataset | ωB97M-V/def2-TZVPD
Hf -0.962 1.264 0.150
O -1.333 4.147 -2.770
C -1.506 3.225 -2.033
N -1.139 3.143 -0.675
C -0.736 4.290 0.041
O -0.830 5.426 -0.307
C -0.228 3.928 1.414
C 0.272 4.904 2.244
C 0.710 4.537 3.506
C 0.604 3.209 3.898
C 0.078 2.290 3.018
N -0.315 2.634 1.777
C -2.173 1.951 -2.513
C -2.702 1.897 -3.778
C -3.309 0.717 -4.195
C -3.398 -0.344 -3.307
C -2.859 -0.211 -2.043
N -2.231 0.909 -1.654
H 0.298 5.926 1.889
H 1.115 5.278 4.185
H 0.919 2.887 4.882
H -0.063 1.257 3.299
H -2.632 2.772 -4.411
H -3.715 0.634 -5.196
H -3.878 -1.272 -3.588
H -2.920 -1.010 -1.315
C -6.984 3.174 1.032
C -6.084 2.144 1.605
N -6.393 1.270 2.506
N -5.243 0.554 2.701
C -4.235 0.952 1.950
S -2.652 0.287 1.929
N -4.751 1.972 1.238
N -3.996 2.690 0.319
H -7.958 3.084 1.507
H -7.108 3.040 -0.044
H -6.600 4.180 1.216
H -5.237 -0.193 3.379
H -4.469 2.678 -0.578
H -3.937 3.657 0.623
C 3.887 -5.915 -0.421
S 3.779 -4.770 0.978
C 4.556 -3.284 0.259
C 3.669 -2.046 0.391
C 2.346 -2.205 -0.339
N 1.448 -1.027 -0.133
P 0.167 -1.117 0.987
C 0.845 -1.872 2.469
C 1.513 -1.048 3.383
C 2.098 -1.592 4.513
C 2.008 -2.960 4.745
C 1.362 -3.783 3.834
C 0.778 -3.246 2.694
C -0.961 -2.363 0.259
C -1.992 -2.924 1.023
C -2.837 -3.873 0.470
C -2.667 -4.274 -0.853
C -1.647 -3.727 -1.617
C -0.801 -2.773 -1.064
P 1.033 0.115 -1.346
C 1.943 -0.252 -2.835
C 3.290 0.095 -2.941
C 3.984 -0.256 -4.086
C 3.340 -0.934 -5.117
C 1.995 -1.270 -5.014
C 1.289 -0.924 -3.872
C 1.797 1.633 -0.665
C 1.774 2.796 -1.462
C 2.389 3.953 -1.031
C 3.046 3.968 0.203
C 3.073 2.833 1.000
C 2.441 1.669 0.575
H 3.469 -6.862 -0.084
H 4.925 -6.072 -0.706
H 3.311 -5.550 -1.272
H 4.780 -3.499 -0.788
H 5.494 -3.113 0.782
H 4.204 -1.181 -0.020
H 3.475 -1.852 1.450
H 1.840 -3.104 0.010
H 2.530 -2.327 -1.408
H 1.608 0.015 3.199
H 2.628 -0.956 5.212
H 2.451 -3.387 5.637
H 1.316 -4.852 4.000
H 0.298 -3.905 1.983
H -2.116 -2.639 2.060
H -3.619 -4.318 1.074
H -3.318 -5.029 -1.277
H -1.498 -4.054 -2.639
H 0.006 -2.378 -1.667
H 3.788 0.634 -2.143
H 5.031 0.007 -4.180
H 3.891 -1.196 -6.013
H 1.501 -1.791 -5.823
H 0.235 -1.169 -3.788
H 1.322 2.770 -2.451
H 2.379 4.838 -1.658
H 3.564 4.865 0.523
H 3.611 2.839 1.940
H 2.527 0.762 1.161
```

Record 2
Formula: C43H43N3OP2RuSSe3Te
Source: the Open Molecules 2025 dataset
Level of theory: ωB97M-V/def2-TZVPD

Highest occupied orbital energy (spin up / spin down) = -12.205 / -12.204 eV
Gap between HOMO and LUMO (spin up / spin down) = 6.6 / 4.4 eV
Multiplicity = 5
<S²> = 6.03
Energy above the lowest of the compared OMol25 structures with the same formula, charge and spin = 33.51 kcal/mol
Total charge = +2

Structure (XYZ):
```
98
C43H43N3OP2RuSSe3Te | the Open Molecules 2025 dataset | ωB97M-V/def2-TZVPD
Ru -0.058 0.925 1.306
C 2.117 -1.943 0.680
N 3.300 -1.381 1.266
C 3.357 -0.055 1.813
P 2.237 1.157 1.009
C 2.457 0.878 -0.758
C 3.625 0.326 -1.282
C 3.703 0.041 -2.639
C 2.620 0.297 -3.472
C 1.448 0.840 -2.958
C 1.373 1.124 -1.603
C 2.997 2.724 1.497
C 2.834 3.203 2.797
C 3.465 4.373 3.188
C 4.250 5.074 2.280
C 4.417 4.600 0.989
C 3.799 3.420 0.596
C 4.483 -2.157 1.253
C 4.605 -3.245 0.389
C 5.771 -3.998 0.375
C 6.834 -3.677 1.204
C 6.713 -2.593 2.059
C 5.548 -1.838 2.092
P 0.496 -1.368 1.306
C 0.385 -1.947 3.004
C -0.101 -1.090 3.989
C -0.165 -1.500 5.312
C 0.259 -2.776 5.653
C 0.742 -3.640 4.678
C 0.807 -3.230 3.357
C -0.577 -2.340 0.226
C -1.443 -3.306 0.720
C -2.262 -4.008 -0.158
C -2.218 -3.745 -1.518
C -1.350 -2.777 -2.016
C -0.533 -2.075 -1.146
H 2.083 -3.019 0.872
H 2.074 -1.829 -0.414
H 4.360 0.352 1.649
H 3.167 0.021 2.895
H 4.471 0.109 -0.643
H 4.609 -0.388 -3.043
H 2.689 0.070 -4.528
H 0.601 1.036 -3.607
H 0.462 1.574 -1.207
H 2.233 2.659 3.516
H 3.346 4.739 4.199
H 4.740 5.989 2.585
H 5.028 5.146 0.283
H 3.936 3.053 -0.413
H 3.812 -3.504 -0.299
H 5.846 -4.838 -0.302
H 7.742 -4.262 1.185
H 7.525 -2.331 2.723
H 5.473 -1.029 2.806
H -0.449 -0.089 3.734
H -0.547 -0.830 6.070
H 0.214 -3.100 6.684
H 1.071 -4.634 4.948
H 1.189 -3.913 2.609
H -1.494 -3.507 1.782
H -2.932 -4.765 0.226
H -2.853 -4.300 -2.195
H -1.308 -2.579 -3.079
H 0.157 -1.334 -1.545
Se 0.765 4.636 -1.240
Se 0.215 5.887 0.499
Te -1.753 4.753 1.693
Se -0.529 2.850 2.694
C -6.652 3.336 -2.715
C -6.031 2.384 -1.701
C -4.557 2.698 -1.502
N -3.974 1.899 -0.412
C -2.921 1.126 -0.410
S -2.421 0.381 1.090
N -2.236 0.850 -1.539
C -2.695 0.662 -2.892
O -1.908 0.855 -3.775
C -4.079 0.169 -3.064
C -4.740 0.482 -4.249
C -6.027 0.017 -4.456
C -6.639 -0.779 -3.494
C -5.968 -1.113 -2.324
C -4.687 -0.632 -2.102
H -7.699 3.092 -2.882
H -6.141 3.273 -3.677
H -6.602 4.371 -2.374
H -6.139 1.349 -2.033
H -6.547 2.469 -0.740
H -4.414 3.747 -1.232
H -3.996 2.523 -2.419
H -4.458 1.945 0.478
H -1.318 0.444 -1.389
H -4.239 1.087 -4.994
H -6.551 0.265 -5.369
H -7.642 -1.148 -3.661
H -6.442 -1.748 -1.588
H -4.156 -0.917 -1.200
```